(1)
DFT (wB97M-V/def2-TZVPD) results for 2 unconnected molecules or ions with the total composition C5H15N2O.

XYZ file:
```
23
Properties=species:S:1:pos:R:3:forces:R:3
C 0.302 2.428 1.925 -0.252 0.467 -0.058
C 1.045 1.446 1.020 -0.269 -0.108 -0.582
C 0.239 0.952 -0.186 -0.071 0.334 -0.661
C -0.834 -0.098 0.061 -0.795 0.783 0.750
N -0.359 -1.199 0.896 0.432 -0.177 -0.632
C -0.019 -2.364 0.422 -0.264 -0.296 -0.188
N -0.216 -2.727 -0.829 0.312 0.053 -0.073
H 0.828 3.378 1.934 0.342 0.002 0.452
H -0.657 2.747 1.520 -0.300 -0.406 -0.188
H 0.115 2.097 2.947 0.223 -0.027 -0.074
H 1.908 1.941 0.578 0.128 0.012 0.182
H 1.446 0.585 1.549 0.152 0.003 0.280
H 0.908 0.633 -0.991 0.032 -0.328 0.243
H -0.281 1.800 -0.641 -0.025 0.069 0.103
H -1.693 0.319 0.595 0.257 0.215 0.215
H -1.298 -0.432 -0.860 0.375 -0.359 -0.058
H -0.050 -0.953 1.824 -0.127 -0.152 0.098
H 0.404 -3.091 1.099 -0.029 -0.102 0.145
H -0.388 -2.028 -1.550 -0.197 -0.018 -0.139
H -0.003 -3.664 -1.146 0.062 0.200 0.268
H 0.257 -0.748 -3.666 -0.177 0.103 0.204
H -1.225 -0.415 -3.506 -0.014 0.017 0.004
O -0.430 -0.608 -2.995 0.205 -0.284 -0.291
```
Forces are in eV/Å.

Calculated values
Kohn-Sham gap	11.69	eV
highest occupied orbital energy	-14.632	eV
charge	+1

---

(2)
DFT (wB97M-V/def2-TZVPD) results for a molecular structure, C6H8LiO6Ru.

XYZ file:
```
22
Properties=species:S:1:pos:R:3:forces:R:3
Li -1.416 2.412 0.543 -0.321 0.015 -0.015
O -0.870 1.784 2.335 -0.412 0.551 0.793
O -0.851 -0.058 3.680 -0.784 0.661 0.641
C 1.201 -1.885 0.579 -1.448 -1.562 1.677
C 0.137 -1.606 1.606 -0.794 -1.053 0.130
O 0.768 0.342 2.304 1.230 0.868 -0.399
C -0.347 0.780 2.826 -0.350 -1.954 -0.772
H 2.222 -1.753 0.958 0.018 1.370 -0.923
H -0.036 -1.848 0.083 2.302 0.599 -0.362
H 1.251 -2.961 0.363 -0.157 -0.362 -0.793
H -0.897 -1.830 1.292 -0.522 1.279 -0.521
Ru 1.482 2.080 1.463 0.903 0.345 -0.273
O 0.254 2.100 -0.211 -1.030 0.948 0.070
O 0.675 0.086 -1.185 0.186 2.356 0.041
C -0.048 -1.209 4.087 0.821 0.655 0.592
C 0.069 -2.235 2.987 0.154 -1.455 0.131
O 2.249 1.341 -0.250 1.516 0.787 0.013
C 1.057 1.200 -0.731 -0.964 -4.819 0.351
H 0.978 -0.913 4.345 -0.492 0.424 0.116
H -0.539 -1.601 4.983 -0.014 0.049 -0.361
H -0.823 -2.877 3.032 0.249 0.075 -0.274
H 0.937 -2.881 3.172 -0.090 0.223 0.138
```
Forces are in eV/Å.

Calculated values
Kohn-Sham gap (spin up / spin down)	4.68 / 6.14	eV
highest occupied orbital energy (spin up / spin down)	-16.298 / -17.715	eV
charge	+2
2S+1	6